Computed, not measured: C30H30FN7O4S2Sc as an isolated structure, with the ωB97M-V functional and the def2-TZVPD basis.

XYZ file:
```
75
Properties=species:S:1:pos:R:3:forces:R:3
Sc 0.4945 -0.3893 0.1469 0.02 0.61 -0.16
N 1.6217 -2.0710 3.0740 0.01 -0.08 -0.09
C 1.8626 -0.7608 3.1991 0.03 0.30 0.03
N 2.2426 -0.2800 4.3761 0.06 -0.22 0.26
C 2.5419 1.0180 4.4077 -0.15 -0.40 -0.53
N 2.9163 1.5633 5.5612 -0.02 0.01 0.22
N 2.5415 1.8150 3.3214 0.00 0.45 -0.24
C 2.1269 1.2537 2.2089 0.16 -0.34 0.77
N 1.7083 -0.0070 2.0858 -0.04 0.12 0.02
C 2.2787 2.0180 0.9577 0.26 0.52 -0.37
C 2.6049 3.3718 0.9746 -0.08 -0.17 -0.04
C 2.8846 4.0037 -0.2247 -0.09 -0.26 -0.03
C 2.8778 3.2458 -1.3864 0.03 -0.12 0.14
C 2.5462 1.9023 -1.3054 0.18 0.12 -0.21
N 2.2189 1.2955 -0.1692 -0.14 0.20 0.34
H 1.8789 -2.6815 3.8314 -0.02 0.06 -0.04
H 1.5590 -2.4225 2.1294 0.10 -0.11 0.08
H 2.9830 0.9881 6.3813 0.00 0.03 0.02
H 3.1936 2.5269 5.5785 0.01 0.03 0.04
H 2.6473 3.8945 1.9160 -0.03 -0.01 0.08
H 3.1253 5.0554 -0.2569 0.02 0.07 0.04
H 3.1330 3.6869 -2.3360 0.02 -0.01 -0.13
H 2.5775 1.2777 -2.1888 -0.20 0.03 -0.05
O -2.8752 1.3443 1.5176 0.19 -0.12 -0.01
C -1.9170 0.5951 1.4610 -1.11 -0.08 0.68
O -0.7613 0.8735 0.9870 -0.35 0.73 0.67
C -2.0696 -0.8537 1.9143 -0.06 0.06 -0.07
C -3.2421 -1.2857 2.5235 0.21 0.05 -0.10
C -3.3888 -2.6370 2.7893 0.16 0.10 -0.06
C -2.3574 -3.4952 2.4336 0.09 0.13 -0.05
C -1.2130 -2.9663 1.8538 -0.02 -0.19 0.00
N -1.0570 -1.6698 1.5969 -0.23 0.37 0.16
H -4.0009 -0.5513 2.7527 -0.02 -0.02 -0.03
H -4.2889 -3.0158 3.2504 -0.05 -0.02 0.04
H -2.4349 -4.5598 2.5956 0.03 -0.04 0.03
H -0.3975 -3.6184 1.5679 0.05 -0.02 -0.03
O -0.1098 0.9456 -1.5289 0.69 -0.22 -0.13
S -1.2900 1.8707 -1.3758 -1.01 0.54 -1.26
C -2.7771 0.8416 -1.7926 0.12 0.27 0.05
C -2.9593 0.4543 -3.2507 0.24 -0.09 -0.05
C -1.9405 -0.5750 -3.7477 0.02 0.16 -0.01
C -2.2185 -2.0017 -3.2811 0.31 -0.08 0.47
S -0.9657 -2.6350 -2.0683 0.00 -0.01 -1.40
O -0.8470 -1.5280 -1.0672 -0.34 0.09 -0.05
C 0.4494 -2.4755 -3.1952 -0.13 -0.08 0.33
C 1.3480 -1.4342 -3.0581 -0.06 0.15 0.42
C 2.4295 -1.3506 -3.9200 -0.11 0.01 0.06
C 2.6069 -2.3099 -4.9013 0.01 0.11 -0.05
C 1.6983 -3.3467 -5.0392 -0.07 0.02 -0.04
C 0.6163 -3.4357 -4.1806 -0.08 0.03 0.16
C -1.2308 2.8316 -2.9172 0.15 0.05 0.42
C -2.1915 3.8072 -3.1374 0.01 -0.09 0.11
C -2.1340 4.5749 -4.2888 -0.02 -0.05 0.05
C -1.1070 4.3802 -5.2007 0.05 0.00 -0.05
C -0.1336 3.4233 -4.9617 -0.07 0.05 0.00
C -0.1961 2.6477 -3.8162 0.06 -0.25 0.20
H -3.6197 1.4257 -1.4262 -0.03 0.05 0.12
H -2.6634 -0.0373 -1.1582 -0.03 0.08 0.15
H -2.8806 1.3482 -3.8699 -0.13 -0.08 -0.05
H -3.9696 0.0610 -3.3872 -0.07 0.06 0.06
H -0.9530 -0.2641 -3.4100 0.07 0.02 -0.16
H -1.9310 -0.5657 -4.8383 0.05 0.01 0.02
H -2.2047 -2.7116 -4.1056 0.01 -0.15 0.05
H -3.1797 -2.0775 -2.7744 -0.05 -0.15 0.10
H 1.2158 -0.7085 -2.2596 0.08 -0.17 -0.51
H 3.1321 -0.5358 -3.8259 0.09 0.02 0.04
H 3.4574 -2.2400 -5.5594 0.09 -0.04 -0.13
H 1.8266 -4.0744 -5.8236 0.03 -0.15 -0.04
H -0.0923 -4.2447 -4.2589 -0.07 -0.22 -0.11
H -2.9780 3.9531 -2.4138 -0.18 0.12 0.10
H -2.8866 5.3271 -4.4699 -0.05 0.06 -0.01
H -1.0610 4.9796 -6.0962 0.00 0.08 -0.09
H 0.6775 3.2776 -5.6597 0.03 0.00 -0.08
H 0.5496 1.8952 -3.6093 0.08 -0.09 -0.01
F 1.6214 -1.7957 -0.0726 1.27 -1.82 -0.04
```
Positions in Å, forces in eV/Å.

Calculated values
Frontier orbital gap ... 9.00 eV
Energy above the lowest of the compared OMol25 structures with the same formula, charge and spin ... 1.058 eV
E_HOMO ... -11.57 eV
Net charge ... +1



Computed, not measured: one molecule with the formula C4H10N4, with the ωB97M-V functional and the def2-TZVPD basis.

XYZ file:
```
18
Properties=species:S:1:pos:R:3:forces:R:3
C 1.4476 0.7270 -2.3080 -0.34 1.58 0.55
N 0.6361 -0.0178 -1.3733 -1.05 0.22 0.04
N 0.8666 -1.2897 -0.9873 0.34 1.31 -1.51
N 0.2484 -1.5667 0.0186 -0.82 -1.52 2.46
C -0.4191 -0.4041 0.6535 1.27 1.15 -1.94
C -1.8777 -0.6633 1.0106 1.31 -2.04 -0.98
C 0.4140 0.1257 1.8391 1.35 -1.60 0.55
N -0.2394 0.6713 -0.4371 -2.01 -0.39 -0.29
H 1.8670 1.5930 -1.6817 -0.64 -0.74 -1.34
H 2.3261 0.1513 -2.6247 -0.60 -0.13 -0.08
H 0.7887 1.0851 -3.1960 1.41 -0.44 1.41
H -2.5954 -0.8553 0.2041 0.67 -0.45 -0.12
H -2.2067 0.1818 1.4363 -1.33 3.39 1.74
H -1.9289 -1.3981 1.8074 -0.05 -0.46 -0.22
H 1.5641 0.0308 1.7638 -1.90 0.00 -0.49
H 0.1639 -0.4124 2.7652 -0.05 0.20 -0.16
H 0.1970 1.1637 1.9389 -0.26 0.77 0.23
H -1.2523 0.8776 -0.8293 2.69 -0.85 0.15
```
Positions in Å, forces in eV/Å.

Calculated values
Frontier orbital gap ... 9.15 eV
Energy above the lowest of the compared OMol25 structures with the same formula, charge and spin ... 3.477 eV
E_HOMO ... -8.18 eV



Computed, not measured: a 2-piece molecular cluster, C4H8N2 overall, with the ωB97M-V functional and the def2-TZVPD basis.

XYZ file:
```
14
Properties=species:S:1:pos:R:3:forces:R:3
C 1.8580 0.0106 0.4242 0.19 0.01 -0.04
N 0.4461 -0.3080 0.5955 -0.07 0.10 0.14
C -0.4034 0.3403 -0.3747 0.01 -0.15 -0.13
C -2.4765 -1.3738 -0.2941 0.16 -0.01 -0.01
C -0.3779 1.8211 -0.3273 0.02 1.01 0.10
N -0.3230 2.9727 -0.2300 -0.04 -1.11 -0.11
H 2.1874 -0.3514 -0.5550 -0.02 0.04 0.11
H 2.4391 -0.5136 1.1869 -0.09 0.09 -0.10
H 2.0790 1.0872 0.4848 -0.02 -0.13 0.00
H 0.1426 -0.0563 1.5304 0.02 -0.06 -0.06
H -0.1197 0.0184 -1.3821 -0.07 0.08 0.13
H -1.4756 0.0602 -0.2011 -0.03 0.02 -0.03
H -2.1265 -1.7585 -1.2755 -0.03 0.06 0.09
H -1.8496 -1.9489 0.4180 -0.03 0.05 -0.09
```
Positions in Å, forces in eV/Å.

Calculated values
Frontier orbital gap (spin up / spin down) ... 8.45 / 8.45 eV
Energy above the lowest of the compared OMol25 structures with the same formula, charge and spin ... 5.366 eV
E_HOMO (spin up / spin down) ... -9.60 / -9.60 eV



Q: What is the energy above the lowest of the compared OMol25 structures with the same formula, charge and spin in the first record?
A: 1.058 eV



Q: Which formula does entry 3 have?
A: C4H8N2



Q: Among the records above, which one has the lowest energy above the lowest of the compared OMol25 structures with the same formula, charge and spin?
A: C30H30FN7O4S2Sc